[1]
Here is an isolated ion of composition C6H8N3S and charge +1 in a non-equilibrium geometry from the Open Molecules 2025 dataset. Energies are from wB97M-V/def2-TZVPD.

Positions of all 18 atoms, in Å:
C 0.796 0.595 -1.464
C 0.297 -0.247 -0.275
N 1.466 -0.280 0.751
C 1.289 0.454 1.853
N 0.398 1.444 1.927
C -0.711 1.484 1.262
C -0.969 0.316 0.299
N -2.035 -0.342 -0.027
C -1.748 -1.568 -0.729
S 0.012 -2.027 -0.717
H 1.879 0.303 -1.602
H 0.733 1.774 -1.351
H 0.173 0.451 -2.368
H 2.097 -0.992 0.592
H 2.074 0.278 2.724
H -1.394 2.293 1.466
H -2.307 -2.467 -0.514
H -2.049 -1.467 -1.825

Electronic energy, Ha: -795.5496
HOMO-LUMO gap, eV: 7.22
SMILES string: C[C@@]12[NH+]=CN=CC1=NCS2
ΔE to the lowest compared entry with this formula, charge and spin, eV: 2.138
Charge: +1
Molecular weight, g mol⁻¹: 154.22

[2]
Here is a 2-piece molecular cluster, C5H14N3O overall in a non-equilibrium geometry from the Open Molecules 2025 dataset. Energies are from wB97M-V/def2-TZVPD.

Positions of all 23 atoms, in Å:
C 2.645 -0.416 0.338
C 1.494 1.731 -0.031
C -1.980 0.209 -1.356
C -2.506 -0.069 1.069
C -0.464 -1.071 0.167
N 0.355 -1.195 -0.805
N 1.752 0.429 0.711
N -1.576 -0.339 -0.045
O 1.484 -1.987 -0.504
H 2.078 -2.046 -1.271
H 3.243 -0.023 -0.499
H 3.068 -1.108 0.983
H 0.437 2.021 0.027
H 1.983 2.553 0.445
H 1.940 1.765 -1.074
H -2.274 1.278 -1.271
H -1.244 0.075 -2.028
H -3.006 -0.421 -1.589
H -3.599 -0.424 0.762
H -2.349 -0.695 1.953
H -2.431 0.985 1.393
H -0.289 -1.582 1.064
H 1.238 0.330 1.560

Electronic energy, Ha: -438.0340
HOMO-LUMO gap, eV: 8.61
ΔE to the lowest compared entry with this formula, charge and spin, eV: 4.895
Charge: +1
Molecular weight, g mol⁻¹: 132.19

[3]
Here is C23H23AsAuP as an isolated structure in a non-equilibrium geometry from the Open Molecules 2025 dataset. Energies are from wB97M-V/def2-TZVPD.

Positions of all 49 atoms, in Å:
C -0.154 -1.136 -3.993
C -0.810 -0.250 -4.785
C -0.860 1.151 -4.625
C -0.047 1.846 -3.710
C 0.586 1.319 -2.623
Au -0.310 -0.330 -2.273
P -0.254 -2.742 -1.587
H 0.033 -2.209 -4.188
H -1.229 -0.678 -5.703
H -1.289 1.724 -5.458
H 1.250 1.872 -1.933
H 0.155 2.903 -3.915
H 1.018 -2.879 -0.972
H -0.171 -3.587 -2.716
H -1.312 -3.235 -0.776
C -0.551 4.344 2.250
C 0.526 4.181 1.367
C 0.721 2.954 0.722
C -0.177 1.907 0.970
C -1.231 2.053 1.879
C -1.428 3.282 2.512
As 0.062 0.236 0.083
C 1.774 -0.414 0.691
C 2.800 -0.771 -0.192
C 3.998 -1.275 0.331
C 4.149 -1.407 1.720
C 3.133 -1.005 2.598
C 1.945 -0.481 2.078
C -1.327 -0.826 0.900
C -0.990 -1.790 1.852
C -1.996 -2.613 2.367
C -3.304 -2.497 1.888
C -3.633 -1.538 0.915
C -2.635 -0.702 0.408
H -0.707 5.307 2.741
H 1.225 5.005 1.185
H 1.548 2.793 0.031
H -1.883 1.208 2.086
H -2.258 3.405 3.214
H 2.651 -0.665 -1.268
H 4.805 -1.560 -0.353
H 5.077 -1.821 2.117
H 3.257 -1.095 3.681
H 1.147 -0.154 2.748
H 0.045 -1.918 2.158
H -1.746 -3.344 3.141
H -4.085 -3.154 2.275
H -4.658 -1.434 0.549
H -2.857 0.019 -0.383

2S+1: 3
Electronic energy, Ha: -3602.7326
HOMO-LUMO gap (spin up / spin down), eV: 4.36 / 7.49
⟨S²⟩: 2.057
Charge: 0
Molecular weight, g mol⁻¹: 602.30

[4]
Here is a 2-piece molecular cluster, C6H16O overall in a non-equilibrium geometry from the Open Molecules 2025 dataset. Energies are from wB97M-V/def2-TZVPD.

Positions of all 23 atoms, in Å:
C -0.971 -2.488 -0.759
C 0.266 -1.525 -0.554
C -0.235 -0.070 -0.626
C -1.088 0.353 0.612
C -0.311 0.736 1.869
C 0.543 1.994 1.622
H -0.761 -3.422 -0.220
H -1.747 -2.055 -0.150
H -1.374 -2.545 -1.763
H 0.771 -1.766 0.379
H 0.872 -1.750 -1.459
H 0.747 0.467 -0.778
H -0.870 0.061 -1.477
H -1.738 -0.492 0.795
H -1.661 1.226 0.304
H -1.059 0.974 2.645
H 0.319 -0.097 2.235
H 1.179 1.986 0.722
H 1.206 2.079 2.475
H 0.035 2.944 1.496
O 2.040 1.050 -2.839
H 2.502 0.731 -2.061
H 1.337 1.609 -2.468

Electronic energy, Ha: -313.4145
HOMO-LUMO gap, eV: 11.61
SMILES string: CCCCCC.O
ΔE to the lowest compared entry with this formula, charge and spin, eV: 0.791
Charge: 0
Molecular weight, g mol⁻¹: 104.19

[5]
Here is C19H18N3O5PtS as an isolated structure in a non-equilibrium geometry from the Open Molecules 2025 dataset. Energies are from wB97M-V/def2-TZVPD.

Positions of all 47 atoms, in Å:
Pt -2.033 -0.954 -0.255
O -4.230 2.107 -1.735
C -3.718 1.156 -1.163
O -2.637 0.565 -1.563
C -4.335 0.578 0.082
C -5.451 1.031 0.747
C -5.860 0.378 1.915
C -5.104 -0.690 2.412
C -3.996 -1.110 1.714
N -3.676 -0.505 0.549
C -3.039 -2.210 2.095
O -3.223 -2.884 3.096
O -2.044 -2.373 1.282
H -5.972 1.888 0.353
H -6.735 0.718 2.448
H -5.353 -1.190 3.334
C 0.981 3.579 1.826
C 1.389 2.204 2.354
N 1.823 1.288 1.329
C 3.224 1.261 0.977
C 3.533 2.079 -0.276
C 0.937 0.503 0.651
S -0.720 0.718 1.146
N 1.446 -0.288 -0.253
C 0.888 -1.187 -1.068
O -0.338 -1.528 -1.195
C 1.819 -1.883 -1.958
C 1.302 -2.824 -2.862
C 2.133 -3.506 -3.721
C 3.502 -3.274 -3.707
C 4.023 -2.345 -2.816
C 3.200 -1.655 -1.952
H 0.610 4.180 2.652
H 0.191 3.464 1.090
H 1.816 4.097 1.363
H 0.527 1.758 2.858
H 2.199 2.307 3.081
H 3.518 0.221 0.811
H 3.782 1.652 1.834
H 2.975 1.668 -1.112
H 4.597 2.033 -0.496
H 3.249 3.120 -0.139
H 0.238 -3.002 -2.870
H 1.719 -4.228 -4.412
H 4.153 -3.812 -4.383
H 5.089 -2.167 -2.802
H 3.605 -0.936 -1.261

Electronic energy, Ha: -1792.9379
HOMO-LUMO gap (spin up / spin down), eV: 5.98 / 5.98
ΔE to the lowest compared entry with this formula, charge and spin, eV: 1.135
Charge: -1
Molecular weight, g mol⁻¹: 595.51

[6]
Here is one molecule with the formula C22H27ClN4O2 in a non-equilibrium geometry from the Open Molecules 2025 dataset. Energies are from wB97M-V/def2-TZVPD.

Positions of all 56 atoms, in Å:
C -4.912 -2.746 0.250
C -4.375 -1.460 -0.374
O -5.053 -0.466 -0.325
N -3.118 -1.397 -1.067
C -3.273 -1.946 -2.418
C -2.061 -2.180 -0.395
C -1.758 -1.676 1.019
C -0.506 -0.789 1.173
C 0.816 -1.411 0.683
C 1.930 -0.367 0.324
C 1.799 0.747 1.305
N 1.933 1.576 2.089
N 3.219 -1.047 0.479
C 4.038 -0.707 1.412
C 4.098 -1.388 2.766
C 5.080 0.385 1.217
C 1.824 0.106 -1.190
Cl 2.673 -1.171 -2.181
C 0.451 0.042 -1.747
N -0.589 0.012 -2.228
C 2.565 1.412 -1.502
C 1.957 2.750 -1.061
O 2.729 3.662 -0.881
C 0.491 3.013 -0.838
C 0.077 3.383 0.449
C -1.254 3.643 0.742
C -2.225 3.554 -0.261
C -1.812 3.226 -1.548
C -0.480 2.955 -1.838
H -5.637 -2.479 1.014
H -5.394 -3.343 -0.527
H -4.115 -3.326 0.718
H -2.313 -1.994 -2.929
H -3.718 -2.955 -2.419
H -3.925 -1.312 -3.024
H -1.199 -2.216 -1.056
H -2.412 -3.223 -0.303
H -2.602 -1.124 1.443
H -1.628 -2.557 1.660
H -0.704 0.145 0.627
H -0.432 -0.486 2.221
H 0.710 -2.140 -0.121
H 1.242 -1.955 1.528
H 3.909 -0.616 3.521
H 5.102 -1.782 2.946
H 3.339 -2.165 2.824
H 4.584 1.358 1.140
H 5.633 0.197 0.295
H 5.787 0.413 2.047
H 2.729 1.448 -2.582
H 3.556 1.346 -1.052
H 0.808 3.470 1.241
H -1.510 3.895 1.764
H -3.256 3.742 0.004
H -2.572 3.186 -2.319
H -0.213 2.675 -2.850

Electronic energy, Ha: -1684.0803
HOMO-LUMO gap, eV: 8.09
SMILES string: CC(=O)N(C)CCCC[C@@](C#N)(N=C(C)C)[C@@](Cl)(C#N)CC(=O)c1ccccc1
ΔE to the lowest compared entry with this formula, charge and spin, eV: 5.749
Charge: 0
Molecular weight, g mol⁻¹: 414.94